Molecular formula: C2H6N4S
Method: DFT, ωB97M-V with the def2-TZVPD basis set

Element x y z (Å)
C1 0.404 0.108 -1.629
C2 0.600 0.921 -0.305
N1 -0.585 -0.893 -1.251
N2 -0.459 0.261 0.632
N3 -1.035 -0.810 -0.103
N4 0.101 -0.100 1.924
S1 -2.050 -1.721 0.750
H1 -0.030 0.852 -2.368
H2 1.395 -0.403 -1.933
H3 1.627 0.884 0.123
H4 0.264 1.918 -0.557
H5 0.396 -1.110 2.067
H6 -0.628 0.092 2.647

Results
ΔE to the lowest compared entry with this formula, charge and spin = 4.220 eV
Orbital gap (alpha / beta) = 8.80 / 8.80 eV
SMILES = NN1CCN=[N+]1[S-]
HOMO level (alpha / beta) = -8.6469 / -8.6466 eV
Charge = 0